ORCA calculation (the ωB97M-V functional and the def2-TZVPD basis) on the molecule C5H9NS.

Geometry as ORCA input:
```
! wB97M-V def2-TZVPD RIJCOSX def2/J DEFGRID3
* xyz 0 1
C 0.5735 1.9704 0.5533
C 0.1109 -0.3620 -0.8007
C -0.9026 -0.9541 0.1985
C 1.4847 -0.7650 -0.5165
C 2.6196 -1.1658 -0.3116
H 0.3875 3.0119 0.6561
H 1.6535 1.7953 0.6586
H -0.0107 1.5890 1.4514
H -0.2424 -0.7397 -1.8305
H -0.6800 -1.9991 0.2492
H -0.7538 -0.5155 1.2411
H -2.9614 -1.3832 0.1351
H -2.5691 0.1607 -0.2034
H 3.6460 -1.3063 -0.1414
N -2.2251 -0.7829 -0.3494
S -0.1306 1.4461 -0.9899
*
```

Values from the calculation:
E	-17653.98075	eV
LUMO	0.864	eV
highest occupied orbital energy	-8.80	eV
frontier orbital gap	9.67	eV



ORCA calculation (the ωB97M-V functional and the def2-TZVPD basis) on a structure of composition C4H9N3O.

Geometry as ORCA input:
```
! wB97M-V def2-TZVPD RIJCOSX def2/J DEFGRID3
* xyz 0 1
C -1.1158 -0.3973 -1.3092
C 1.8837 0.3699 -1.4259
C 1.1529 0.1618 -0.1519
C -0.2924 -0.3215 1.5294
N -1.1685 0.7304 1.6294
O -0.1396 -0.6795 -0.3013
N 1.2672 0.4488 1.0381
N -0.2848 -1.4170 2.1509
H -0.7610 1.6350 1.4458
H -1.9496 0.5738 2.2493
H -0.7186 -1.3324 3.0664
H -1.3652 0.6665 -1.3251
H -0.7168 -0.7271 -2.2701
H -2.0130 -0.9738 -1.0823
H 1.3770 1.1087 -2.0514
H 1.9517 -0.5610 -1.9918
H 2.8928 0.7147 -1.2004
*
```

Values from the calculation:
E	-10808.42294	eV
LUMO	0.820	eV
highest occupied orbital energy	-8.48	eV
frontier orbital gap	9.30	eV



ORCA calculation (the ωB97M-V functional and the def2-TZVPD basis) on a cluster of 2 separate species, C5H10BF3O7S in total.

Geometry as ORCA input:
```
! wB97M-V def2-TZVPD RIJCOSX def2/J DEFGRID3
* xyz 0 1
C 1.4856 -1.1063 1.9279
O 0.2923 -1.5263 1.2723
B -0.1488 -2.7902 1.4045
O 0.5629 -3.8211 1.9657
O -1.3927 -3.1084 0.7993
S -2.8264 -2.8331 1.4104
O -2.9005 -3.4226 2.7307
O -2.5806 -1.2247 1.6343
H 1.3939 -1.2056 3.0094
H 2.3372 -1.6867 1.5789
H 1.6292 -0.0598 1.6804
H 0.6922 -3.7965 2.9177
H -3.3014 -0.9360 2.2164
C -0.8972 1.2313 -0.2401
C -0.5517 0.8549 -1.6584
O -0.0177 1.9904 -2.3888
C 1.2568 2.2583 -2.1832
O 2.0258 1.6793 -1.4740
C 1.6852 3.4650 -3.0566
F 0.7903 4.4562 -2.9994
F 1.7964 3.0744 -4.3354
F 2.8621 3.9335 -2.6549
H -1.5965 2.0682 -0.2189
H -1.3469 0.3812 0.2687
H -0.0011 1.5158 0.3111
H -1.4289 0.5595 -2.2285
H 0.1805 0.0491 -1.6894
*
```

Values from the calculation:
E	-39346.94842	eV
LUMO	0.316	eV
highest occupied orbital energy	-10.56	eV
frontier orbital gap	10.87	eV



ORCA calculation (the ωB97M-V functional and the def2-TZVPD basis) on the ion C4H3F3N3 with charge +1.

Geometry as ORCA input:
```
! wB97M-V def2-TZVPD RIJCOSX def2/J DEFGRID3
* xyz 1 1
C -0.8589 1.2802 0.0205
C 0.8479 -0.3776 0.0582
C -1.9873 0.3712 -0.0711
C 2.2499 -0.7726 -0.0301
N 0.3252 0.8948 0.0005
N -0.2353 -1.1029 0.2898
N -1.3055 -0.7822 0.4858
F 2.3407 -1.8747 -0.7313
F 2.9548 0.2200 -0.5726
F 2.6597 -0.8651 1.2511
H -2.2397 0.2832 -1.1481
H -1.9201 2.0201 -0.0798
H -2.8312 0.7056 0.5270
*
```

Values from the calculation:
E	-16804.44470	eV
LUMO	-7.630	eV
highest occupied orbital energy	-14.84	eV
frontier orbital gap	7.20	eV



ORCA calculation (the ωB97M-V functional and the def2-TZVPD basis) on a cluster of 3 separate species, C5H16O2S in total.

Geometry as ORCA input:
```
! wB97M-V def2-TZVPD RIJCOSX def2/J DEFGRID3
* xyz 0 1
C -1.8054 3.0692 0.8104
C -1.5951 1.5804 0.5144
C -0.4702 0.9748 1.3565
C 0.9273 1.4496 0.9830
S 1.6031 0.7551 -0.5352
C 1.5249 -1.0361 -0.2197
H -0.9555 3.6370 0.4177
H -2.6875 3.4720 0.3308
H -1.7497 3.2738 1.8823
H -1.2146 1.4911 -0.5073
H -2.5427 1.0487 0.4847
H -0.6374 -0.1015 1.2861
H -0.6244 1.2000 2.4121
H 0.9165 2.5388 0.9059
H 1.5654 1.2616 1.8511
H 2.5487 -1.3731 -0.0723
H 1.2798 -1.4860 -1.1754
H 0.9854 -1.2941 0.6774
H -2.1809 -1.6839 -1.0925
H -1.1698 -2.8720 -1.0450
O -1.7838 -2.3875 -1.6235
H 0.6714 -3.7518 -1.4518
H 0.0069 -4.5224 -0.2850
O 0.4307 -3.6893 -0.5182
*
```

Values from the calculation:
E	-20374.37061	eV
LUMO	0.437	eV
highest occupied orbital energy	-8.27	eV
frontier orbital gap	8.70	eV



ORCA calculation (the ωB97M-V functional and the def2-TZVPD basis) on the molecule C3H6O.

Geometry as ORCA input:
```
! wB97M-V def2-TZVPD RIJCOSX def2/J DEFGRID3
* xyz 0 1
C -1.3591 0.0590 -0.2965
C -0.1172 -0.2180 0.5482
C 1.3187 -0.0407 0.0113
H -1.3429 1.0299 -0.8821
H -2.3370 -0.0365 0.2260
H -1.2164 -0.5883 -1.2016
H 2.0539 -0.7549 0.5756
H 1.7382 0.9947 0.3720
H 1.5049 -0.0698 -1.0751
O -0.2430 -0.3753 1.7221
*
```

Values from the calculation:
E	-5255.06997	eV
LUMO	0.915	eV
highest occupied orbital energy	-9.67	eV
frontier orbital gap	10.59	eV



ORCA calculation (the ωB97M-V functional and the def2-TZVPD basis) on the molecule C4H5NO.

Geometry as ORCA input:
```
! wB97M-V def2-TZVPD RIJCOSX def2/J DEFGRID3
* xyz 0 1
N -1.6081 -0.6891 0.6765
C -0.4300 -0.1532 0.0956
C -0.0319 -0.6504 -1.1005
O 1.2016 -0.0299 -1.4711
C 1.4911 0.8520 -0.4758
C 0.5633 0.8093 0.5111
H -1.4561 -1.3392 1.4302
H -2.3632 -0.0345 0.8082
H -0.3156 -1.6807 -1.3752
H 2.3632 1.5149 -0.5134
H 0.5857 1.4008 1.4142
*
```

Values from the calculation:
E	-7765.15596	eV
LUMO	1.070	eV
highest occupied orbital energy	-8.80	eV
frontier orbital gap	9.87	eV



ORCA calculation (the ωB97M-V functional and the def2-TZVPD basis) on a cluster of 2 separate species, C3H11N2 in total.

Geometry as ORCA input:
```
! wB97M-V def2-TZVPD RIJCOSX def2/J DEFGRID3
* xyz 1 1
C -1.6541 1.7596 -0.0066
N -1.3289 0.4551 -0.6727
H -2.7229 1.8143 0.2401
H -1.0925 1.8253 0.9132
H -1.5208 2.5674 -0.7151
H -2.1333 -0.1461 -0.8400
H -0.6083 -0.0347 -0.0574
H -0.8913 0.6287 -1.5754
C 1.8255 -0.5203 -0.4363
C 0.9511 -1.8303 1.2917
N 0.7339 -0.9286 0.4465
H 2.4072 -1.3354 -0.8485
H 2.4964 0.1270 0.1190
H 1.4637 0.1092 -1.2511
H 0.1819 -2.1119 1.9997
H 1.8923 -2.3793 1.3929
*
```

Values from the calculation:
E	-6262.44141	eV
LUMO	-3.228	eV
highest occupied orbital energy	-14.62	eV
frontier orbital gap	11.39	eV



ORCA calculation (the ωB97M-V functional and the def2-TZVPD basis) on the molecule C4H3NO2S.

Geometry as ORCA input:
```
! wB97M-V def2-TZVPD RIJCOSX def2/J DEFGRID3
* xyz 0 1
C 0.7622 0.1532 -1.1557
C -0.2967 0.1863 1.1883
C -1.5372 -0.0075 0.4143
C -2.5662 -0.1184 -0.1101
H 2.5955 -0.3158 -0.2173
H -0.0935 -0.1362 -1.8127
H -3.6407 -0.3567 -0.3337
N 0.6930 0.2320 0.2339
O 2.0129 -0.0272 0.6488
O 1.8627 0.1761 -1.7060
S 0.2080 0.2142 2.8502
*
```

Values from the calculation:
E	-20611.33425	eV
LUMO	-1.290	eV
highest occupied orbital energy	-9.11	eV
frontier orbital gap	7.82	eV



ORCA calculation (the ωB97M-V functional and the def2-TZVPD basis) on a structure of composition C22H21CoF3N6O2.

Geometry as ORCA input:
```
! wB97M-V def2-TZVPD RIJCOSX def2/J DEFGRID3
* xyz 0 4
Co -0.1414 0.1604 0.0830
C 3.9969 4.3234 3.8680
C 2.9076 3.3963 3.4004
C 2.5099 2.2929 4.1533
C 1.5474 1.4181 3.6885
C 0.9004 1.5974 2.4573
N -0.0148 0.6666 1.9774
C -1.0086 0.2357 2.8468
C -1.6103 1.0968 3.7770
C -2.6554 0.6965 4.5838
C -3.1887 -0.5888 4.4972
C -4.3827 -1.0060 5.3117
C -2.6042 -1.4534 3.5875
C -1.5234 -1.0650 2.8037
N -0.9287 -2.0810 1.9837
C -0.7452 -3.3712 2.3288
C -0.2035 -4.0226 1.2434
C -0.0836 -3.0265 0.2676
N -0.5215 -1.8608 0.7223
C 1.2779 2.7337 1.7305
C 2.2771 3.5906 2.1809
N 0.6072 3.1070 0.5244
C 0.2230 4.3502 0.1766
C -0.2960 4.2864 -1.0950
C -0.1961 2.9360 -1.4452
N 0.3516 2.2275 -0.4648
H 4.1372 4.2474 4.9459
H 3.7627 5.3613 3.6302
H 4.9509 4.0845 3.3933
H 2.9775 2.1069 5.1134
H 1.2646 0.5570 4.2809
H -1.2451 2.1137 3.8360
H -3.0901 1.4081 5.2765
H -4.4577 -0.4158 6.2248
H -4.3245 -2.0580 5.5924
H -5.3088 -0.8646 4.7506
H -2.9999 -2.4549 3.4692
H -1.0018 -3.7194 3.3131
H 0.0663 -5.0604 1.1694
H 0.2848 -3.1039 -0.7428
H 2.5556 4.4344 1.5606
H 0.3355 5.1721 0.8620
H -0.7122 5.0896 -1.6756
H -0.5209 2.4384 -2.3438
N 1.8661 -0.3350 -0.5880
H 2.0021 -0.3731 -1.5920
H 2.2284 -1.1905 -0.1817
H 2.4245 0.4376 -0.2384
F -2.7719 1.7988 -3.3052
C -3.4301 1.0312 -2.4008
F -3.7020 -0.1377 -3.0021
F -4.5898 1.6329 -2.1450
C -2.5522 0.8495 -1.1363
O -2.8952 1.3717 -0.0928
O -1.5114 0.1517 -1.3681
*
```

Values from the calculation:
E	-81972.30314	eV
LUMO (spin up / spin down)	0.264 / 0.242	eV
highest occupied orbital energy (spin up / spin down)	-7.07 / -7.15	eV
frontier orbital gap (spin up / spin down)	7.33 / 7.39	eV



Record order is preserved below.
Relative energy (zero: lowest compared OMol25 entry of this formula, charge and spin): 2.213, 4.039, 0.038, 4.382, 0.764, 0.624, 1.370, 1.140, 5.721, 0.000 eV